Molecular formula: C21H19NO4
Method: DFT, the ωB97M-V functional and the def2-TZVPD basis

Cartesian coordinates (Å):
O1 2.74213 0.71053 2.17081
O2 2.68022 -1.47973 2.19338
O3 -9.89035 1.44289 3.20506
O4 -3.27825 -0.31156 3.44425
N1 2.10096 -0.36645 2.18515
C1 -5.16968 -1.22049 6.82846
C2 -2.44216 -1.54442 7.28762
C3 -2.82800 -3.25064 9.04977
C4 -2.87448 -0.69823 6.27854
C5 -0.04906 -1.53490 2.30851
C6 -7.59699 1.93851 3.34016
C7 -4.70351 -2.09536 7.81141
C8 -5.97681 0.41070 4.32465
C9 -4.56766 0.28042 4.79454
C10 -4.24146 -0.55638 5.96846
C11 -1.38949 -1.50509 2.60343
C12 -1.34787 0.93659 2.60938
C13 -7.03651 -0.51714 4.52716
C14 -11.04095 0.59823 3.45425
C15 -3.34513 -2.29997 8.03305
C16 0.67918 -0.32887 2.22965
C17 -8.35492 -0.18874 4.24974
C18 -0.00027 0.90842 2.29980
C19 -8.65432 1.03996 3.59230
C20 -6.30397 1.62510 3.69347
C21 -2.09773 -0.27192 2.90061
H1 -10.88871 -0.41593 3.05007
H2 0.58845 1.80548 2.11600
H3 -5.50540 2.33777 3.49681
H4 -3.60855 -3.91507 9.40601
H5 -1.38128 -1.65022 7.46595
H6 -7.83640 2.87329 2.86782
H7 -11.27025 0.53767 4.52813
H8 -1.87690 1.88435 2.63794
H9 -6.83567 -1.50467 4.93077
H10 -2.14433 -0.12362 5.71308
H11 -9.17296 -0.84999 4.51033
H12 0.49070 -2.46962 2.15281
H13 -2.44142 -2.70364 9.90663
H14 -1.96624 -2.42510 2.66854
H15 -11.84686 1.10582 2.92020
H16 -2.00128 -3.83779 8.65744
H17 -4.08368 1.26182 4.81747
H18 -5.42789 -2.64819 8.41566
H19 -6.24243 -1.02530 6.74363

## Properties
HOMO level	-7.68	eV
frontier orbital gap	0.2331	Eh
ΔE to the lowest compared entry with this formula, charge and spin	7.201	eV
2S+1	1
E_LUMO	-1.3	eV
largest force on an atom	2.47	eV Å⁻¹

natural (NBO) population analysis, charges in e, atoms 1 to 6: -0.416 -0.417 -0.482 -0.696 0.507 -0.177